The following is a quantum chemistry calculation of a 10-piece molecular cluster, C25H74N10O13 overall, from OMol25.

Atoms and positions in Å:
1 C -34.111 -31.458 -7.634
2 C -33.047 -31.122 -8.707
3 C -31.589 -31.342 -8.161
4 O -30.641 -30.875 -9.137
5 C -29.366 -31.616 -9.007
6 N -33.331 -31.948 -9.892
7 H -35.090 -30.990 -7.747
8 H -33.780 -31.093 -6.662
9 H -34.246 -32.517 -7.414
10 H -33.069 -30.032 -8.703
11 H -31.414 -32.385 -7.894
12 H -31.249 -30.826 -7.264
13 H -29.559 -32.640 -9.327
14 H -29.078 -31.589 -7.956
15 H -28.589 -31.184 -9.638
16 H -33.426 -32.899 -9.564
17 H -32.489 -31.882 -10.445
18 C -23.501 -30.450 -6.211
19 C -22.916 -31.861 -5.897
20 C -22.310 -32.513 -7.109
21 O -23.251 -32.675 -8.174
22 C -24.324 -33.597 -7.954
23 N -22.074 -31.617 -4.686
24 H -22.751 -29.683 -6.408
25 H -24.085 -30.025 -5.395
26 H -24.076 -30.511 -7.135
27 H -23.667 -32.447 -5.368
28 H -21.877 -33.504 -6.972
29 H -21.615 -31.708 -7.348
30 H -24.992 -33.133 -7.228
31 H -23.953 -34.565 -7.620
32 H -25.006 -33.833 -8.771
33 H -21.314 -31.042 -5.021
34 H -21.573 -32.445 -4.398
35 C -23.940 -29.105 -9.613
36 C -24.283 -28.188 -10.848
37 C -25.700 -28.301 -11.182
38 O -25.905 -29.595 -11.803
39 C -27.206 -29.775 -12.395
40 N -23.871 -26.915 -10.298
41 H -24.241 -30.136 -9.799
42 H -24.603 -28.798 -8.805
43 H -22.875 -29.056 -9.384
44 H -23.592 -28.277 -11.686
45 H -25.940 -27.441 -11.808
46 H -26.360 -28.371 -10.317
47 H -27.315 -29.169 -13.294
48 H -27.948 -29.608 -11.613
49 H -27.174 -30.797 -12.773
50 H -23.268 -27.103 -9.510
51 H -24.686 -26.391 -10.011
52 C -25.443 -25.870 -6.824
53 C -24.317 -25.081 -6.057
54 C -23.316 -24.404 -7.059
55 O -23.729 -23.138 -7.546
56 C -23.130 -22.927 -8.768
57 N -24.783 -24.091 -5.098
58 H -26.022 -26.459 -6.113
59 H -24.989 -26.441 -7.634
60 H -26.047 -25.162 -7.392
61 H -23.797 -25.917 -5.589
62 H -23.279 -25.196 -7.807
63 H -22.316 -24.400 -6.624
64 H -23.586 -23.665 -9.428
65 H -22.048 -23.007 -8.670
66 H -23.352 -21.942 -9.181
67 H -23.916 -23.732 -4.727
68 H -25.290 -23.377 -5.602
69 C -30.458 -34.964 -6.085
70 C -29.746 -33.660 -5.676
71 O -29.167 -33.896 -4.450
72 O -29.519 -35.890 -6.372
73 H -31.020 -34.796 -7.004
74 H -31.080 -35.429 -5.321
75 H -30.661 -33.072 -5.613
76 H -29.134 -33.467 -6.558
77 H -28.213 -33.809 -4.511
78 H -29.071 -36.029 -5.534
79 C -31.686 -30.283 -3.716
80 C -31.728 -28.781 -3.345
81 O -30.568 -28.453 -2.531
82 O -32.088 -30.985 -2.576
83 H -30.665 -30.435 -4.066
84 H -32.148 -30.605 -4.649
85 H -32.669 -28.554 -2.845
86 H -31.812 -28.344 -4.340
87 H -30.826 -28.202 -1.641
88 H -31.511 -30.626 -1.898
89 C -28.777 -24.834 -5.241
90 C -29.575 -26.133 -5.210
91 O -29.010 -27.175 -4.283
92 O -29.008 -23.860 -4.232
93 H -28.837 -24.359 -6.220
94 H -27.730 -24.922 -4.952
95 H -29.639 -26.429 -6.257
96 H -30.570 -25.989 -4.788
97 H -29.698 -27.557 -3.732
98 H -28.776 -24.218 -3.372
99 C -25.719 -33.784 -4.275
100 O -26.504 -32.885 -4.665
101 N -24.715 -33.519 -3.402
102 N -25.781 -35.033 -4.508
103 H -24.093 -34.084 -2.841
104 H -24.554 -32.523 -3.437
105 H -25.016 -35.577 -4.135
106 H -26.459 -35.450 -5.129
107 C -27.199 -29.628 -6.487
108 O -27.067 -28.719 -7.328
109 N -27.885 -29.459 -5.368
110 N -26.643 -30.781 -6.602
111 H -28.301 -28.579 -5.097
112 H -27.856 -30.265 -4.759
113 H -26.986 -31.497 -5.978
114 H -26.057 -30.890 -7.418
115 C -29.133 -26.993 -9.629
116 O -29.995 -26.712 -10.467
117 N -28.155 -26.176 -9.357
118 N -29.200 -28.172 -9.021
119 H -27.766 -26.146 -8.425
120 H -28.081 -25.269 -9.795
121 H -29.921 -28.851 -9.220
122 H -28.274 -28.441 -8.721

Output
Gap between HOMO and LUMO, eV: 8.31
Total energy, eV: -68638.546
Multiplicity: 1
M, g/mol: 722.92

=====

The following is a quantum chemistry calculation of a 10-piece molecular cluster, C25H75N15O10 overall, from OMol25.

Atoms and positions in Å:
1 C -15.884 16.675 -14.735
2 O -14.811 16.091 -14.619
3 N -17.037 16.091 -14.307
4 N -16.082 17.881 -15.366
5 H -17.979 16.406 -14.418
6 H -16.844 15.275 -13.745
7 H -17.008 18.138 -15.659
8 H -15.298 18.251 -15.873
9 C -18.686 20.593 -17.503
10 O -18.129 19.493 -17.596
11 N -18.092 21.638 -16.890
12 N -19.920 20.838 -18.023
13 H -18.625 22.452 -16.641
14 H -17.260 21.430 -16.366
15 H -20.355 20.021 -18.419
16 H -20.489 21.556 -17.617
17 C -13.178 21.987 -9.526
18 O -12.987 22.788 -8.617
19 N -14.439 21.584 -9.936
20 N -12.170 21.346 -10.176
21 H -14.519 21.294 -10.895
22 H -15.271 21.966 -9.528
23 H -12.360 20.731 -10.962
24 H -11.284 21.794 -10.014
25 C -14.411 13.955 -10.252
26 O -15.139 13.248 -10.972
27 N -13.963 13.555 -9.042
28 N -14.258 15.260 -10.581
29 H -13.943 12.572 -8.850
30 H -13.406 14.215 -8.530
31 H -14.665 15.582 -11.437
32 H -13.547 15.777 -10.091
33 C -13.065 24.173 -16.290
34 O -13.485 24.321 -15.146
35 N -13.218 25.112 -17.276
36 N -12.270 23.135 -16.632
37 H -13.210 24.963 -18.270
38 H -13.871 25.844 -17.034
39 H -11.944 23.038 -17.573
40 H -12.041 22.499 -15.890
41 C -15.945 28.521 -15.075
42 C -16.783 27.524 -14.250
43 C -16.272 26.097 -14.220
44 O -16.652 25.355 -15.362
45 C -15.976 24.100 -15.404
46 N -16.553 27.974 -12.837
47 H -16.012 28.189 -16.115
48 H -14.887 28.625 -14.830
49 H -16.321 29.540 -14.961
50 H -17.834 27.765 -14.439
51 H -16.513 25.546 -13.303
52 H -15.184 26.223 -14.128
53 H -16.329 23.632 -16.321
54 H -16.369 23.470 -14.594
55 H -14.903 24.229 -15.255
56 H -17.201 27.475 -12.233
57 H -16.827 28.951 -12.853
58 C -9.361 23.279 -14.032
59 C -9.720 23.031 -12.574
60 C -9.152 21.707 -12.111
61 O -9.426 21.487 -10.753
62 C -9.307 20.140 -10.337
63 N -9.259 24.169 -11.789
64 H -9.925 24.164 -14.325
65 H -9.626 22.429 -14.661
66 H -8.293 23.497 -14.047
67 H -10.795 22.940 -12.376
68 H -8.076 21.666 -12.353
69 H -9.532 20.848 -12.686
70 H -8.262 19.813 -10.305
71 H -9.956 19.548 -10.987
72 H -9.614 20.104 -9.292
73 H -9.249 23.912 -10.804
74 H -8.276 24.366 -11.968
75 C -14.659 16.189 -18.778
76 C -14.371 17.566 -19.354
77 C -14.725 17.819 -20.821
78 O -14.367 19.135 -21.163
79 C -14.634 19.504 -22.477
80 N -14.983 18.573 -18.468
81 H -14.197 16.187 -17.791
82 H -14.174 15.403 -19.361
83 H -15.717 15.947 -18.673
84 H -13.314 17.756 -19.152
85 H -15.745 17.565 -21.125
86 H -14.009 17.180 -21.365
87 H -13.983 19.014 -23.214
88 H -14.346 20.542 -22.659
89 H -15.679 19.393 -22.777
90 H -15.993 18.682 -18.516
91 H -14.667 19.499 -18.739
92 C -7.327 17.390 -15.644
93 C -8.364 18.332 -16.288
94 C -9.565 17.636 -16.902
95 O -10.264 16.805 -16.001
96 C -11.677 16.926 -16.045
97 N -8.763 19.392 -15.341
98 H -7.355 16.467 -16.238
99 H -7.735 16.966 -14.725
100 H -6.361 17.879 -15.641
101 H -7.810 18.755 -17.140
102 H -9.055 17.021 -17.661
103 H -10.262 18.297 -17.424
104 H -11.973 17.903 -16.444
105 H -12.063 16.817 -15.034
106 H -12.169 16.198 -16.694
107 H -9.677 19.751 -15.600
108 H -8.115 20.144 -15.565
109 C -14.301 20.779 -15.431
110 C -14.017 20.576 -13.942
111 C -12.760 19.793 -13.577
112 O -12.664 19.442 -12.200
113 C -13.705 18.516 -11.804
114 N -13.962 21.921 -13.313
115 H -13.458 21.304 -15.888
116 H -15.226 21.328 -15.575
117 H -14.285 19.780 -15.858
118 H -14.816 19.989 -13.480
119 H -11.826 20.251 -13.916
120 H -12.741 18.856 -14.152
121 H -14.312 18.089 -12.600
122 H -14.345 19.126 -11.164
123 H -13.361 17.746 -11.119
124 H -13.178 21.992 -12.671
125 H -13.757 22.608 -14.032

Output
Gap between HOMO and LUMO, eV: 8.89
Total energy, eV: -69968.212
Multiplicity: 1
M, g/mol: 745.97

=====

The following is a quantum chemistry calculation of a 13-piece molecular cluster, C25H76N10O13 overall, from OMol25.

Atoms and positions in Å:
1 C 3.140 1.356 1.533
2 O 3.206 2.725 1.837
3 H 3.357 1.040 0.528
4 H 2.090 1.020 1.793
5 H 3.882 0.800 2.159
6 H 3.634 2.871 2.639
7 C 0.248 0.849 5.646
8 O 1.263 0.299 6.359
9 H -0.354 1.300 6.418
10 H -0.389 0.096 5.089
11 H 0.591 1.645 4.983
12 H 1.696 -0.259 5.727
13 C 0.117 -2.926 -2.200
14 O -0.154 -3.131 -3.518
15 N 0.030 -1.726 -1.611
16 N 0.494 -3.870 -1.338
17 H -0.234 -0.839 -2.110
18 H 0.266 -1.630 -0.618
19 H 0.695 -4.797 -1.775
20 H 1.090 -3.564 -0.562
21 C 0.004 3.955 1.514
22 O -1.231 4.466 1.056
23 N 0.193 3.722 2.744
24 N 1.025 3.714 0.762
25 H -0.611 3.841 3.375
26 H 1.059 3.614 3.274
27 H 0.913 3.907 -0.265
28 H 1.913 3.494 1.268
29 C -1.143 -2.712 3.543
30 O -2.469 -2.534 3.692
31 N -0.518 -3.049 2.396
32 N -0.288 -2.438 4.525
33 H -1.229 -3.378 1.664
34 H 0.026 -3.917 2.578
35 H -0.551 -2.426 5.531
36 H 0.671 -2.194 4.442
37 C -2.316 3.100 -2.306
38 O -2.852 2.822 -3.547
39 N -1.283 2.485 -1.813
40 N -2.607 4.083 -1.469
41 H -0.928 1.674 -2.371
42 H -1.134 2.394 -0.812
43 H -3.298 4.680 -1.800
44 H -2.102 4.361 -0.596
45 C 2.317 -2.157 0.415
46 O 3.189 -1.583 -0.487
47 N 1.253 -1.622 1.021
48 N 2.291 -3.444 0.580
49 H 0.939 -0.607 0.868
50 H 0.552 -2.204 1.545
51 H 3.053 -3.943 0.152
52 H 1.930 -3.896 1.385
53 C -3.134 -0.971 -3.013
54 C -2.943 -1.452 -4.427
55 C -3.497 -0.465 -5.460
56 O -1.791 -1.801 -4.844
57 H -2.598 -1.528 -2.292
58 H -4.204 -1.005 -2.804
59 H -2.796 0.033 -2.819
60 H -3.557 -2.325 -4.639
61 H -3.853 -0.954 -6.346
62 H -2.684 0.202 -5.793
63 H -4.283 0.122 -5.002
64 H -1.247 -2.294 -4.194
65 C -3.076 -4.519 -1.692
66 C -2.812 -4.203 -0.231
67 C -3.677 -5.146 0.695
68 O -1.636 -4.251 0.210
69 H -3.990 -4.066 -1.936
70 H -3.237 -5.581 -1.850
71 H -2.310 -4.050 -2.321
72 H -3.038 -3.165 0.041
73 H -4.711 -5.017 0.503
74 H -3.615 -5.055 1.795
75 H -3.526 -6.239 0.545
76 H -0.963 -4.211 -0.444
77 C -1.866 -0.208 0.366
78 C -0.919 0.751 0.907
79 C -0.635 0.409 2.384
80 O 0.184 0.746 0.292
81 H -2.792 0.003 0.791
82 H -1.473 -1.228 0.540
83 H -1.828 -0.115 -0.743
84 H -1.379 1.791 0.853
85 H 0.021 1.037 2.833
86 H -0.368 -0.604 2.701
87 H -1.500 0.508 3.037
88 H 0.529 1.635 0.294
89 C 0.695 2.010 -4.759
90 C 0.798 0.729 -3.879
91 C 1.812 0.998 -2.666
92 O -0.320 0.344 -3.498
93 H 0.588 1.729 -5.748
94 H 1.663 2.418 -4.725
95 H -0.031 2.756 -4.463
96 H 1.218 -0.054 -4.517
97 H 1.810 0.183 -1.930
98 H 1.451 1.639 -1.857
99 H 2.812 1.190 -2.990
100 H -0.802 0.097 -4.289
101 C 0.554 6.188 -2.017
102 C 0.949 4.889 -2.713
103 C 2.282 5.072 -3.379
104 O 1.058 3.908 -1.997
105 H -0.074 6.803 -2.600
106 H 1.334 6.848 -1.598
107 H -0.144 5.751 -1.242
108 H 0.219 4.650 -3.471
109 H 3.007 5.041 -2.619
110 H 2.185 5.904 -4.053
111 H 2.390 4.346 -4.133
112 H 0.233 3.449 -1.991
113 C 3.993 -0.570 4.797
114 C 3.018 -1.573 4.304
115 C 2.773 -2.760 5.229
116 O 1.914 -1.184 3.950
117 H 3.799 0.499 4.388
118 H 4.940 -0.903 4.393
119 H 4.291 -0.588 5.837
120 H 3.354 -1.863 3.300
121 H 3.722 -3.230 5.524
122 H 2.237 -3.493 4.549
123 H 2.213 -2.324 6.074
124 H 1.831 -1.149 3.004

Output
Gap between HOMO and LUMO, eV: 8.08
Total energy, eV: -68667.555
Multiplicity: 1
M, g/mol: 724.94

=====

Computed energy above the lowest of the compared OMol25 structures with the same formula, charge and spin, in the same sequence as the records: 817.92, 345.05, 613.48 kJ/mol.
Computed strongest force on any atom, in the same sequence as the records: 0.1077, 0.0723, 0.2467 hartree/bohr.
Computed LUMO, in the same sequence as the records: -0.142, -0.052, -0.462 eV.